Here is a 10-piece molecular cluster, C37H95N7O16 overall at a distorted geometry from the Open Molecules 2025 dataset. Energies are from wB97M-V/def2-TZVPD.

Bonds (Å) are listed after each position.
Cartesian coordinates (Å):
1 C 4.839 5.500 3.597  H25 1.085, C123 1.558, H143 1.111, O153 1.405
2 H -2.715 3.408 -2.089  C120 1.100
3 H 2.822 -4.103 -2.712  C51 1.105
4 H -1.386 -5.139 -0.239  C92 1.098
5 H -4.819 2.593 3.799  C152 1.108
6 H -1.843 0.696 -3.539  C95 1.112
7 N 4.791 4.718 6.012  H50 1.036, H90 1.018, C123 1.455
8 C 0.620 -0.631 0.657  H36 1.070, C100 1.521, H129 1.068, H136 1.083
9 H -0.202 0.862 -5.535  C147 1.065
10 C -3.838 -2.694 -0.270  H20 1.101, H121 1.107, O142 1.412, C146 1.586
11 C 9.071 -2.178 0.236  H40 1.100, H64 1.097, O83 1.396, H127 1.075
12 H -7.602 0.247 -2.391  C151 1.091
13 C 0.802 -2.214 4.112  O43 1.434, H84 1.077, H86 1.082, H149 1.067
14 C 4.576 -0.990 0.743  H59 1.100, H61 1.091, O109 1.455, H150 1.086
15 C 4.642 4.101 1.758  H22 1.048, H47 1.094, H56 1.101, O153 1.407
16 H -1.117 2.347 3.463  C53 1.129
17 H 0.860 -1.701 -2.186  C32 1.066
18 C -3.788 0.061 -4.401  N21 1.452, C41 1.570, H57 1.056, C95 1.513
19 C -5.072 2.298 -2.095  O27 1.357, O113 1.175, O131 1.398
20 H -3.065 -1.916 -0.365  C10 1.101
21 N -4.992 -0.698 -4.116  C18 1.452, H44 1.015, H78 1.020
22 H 4.319 3.131 1.531  C15 1.048
23 H -5.168 1.072 2.842  C152 1.110
24 C 0.579 -3.272 -5.214  H30 1.132, H62 1.107, C85 1.518, H119 1.066
25 H 5.908 5.678 3.561  C1 1.085
26 H -0.322 -4.589 5.230  C69 1.140
27 O -4.121 2.207 -1.131  C19 1.357, C120 1.451
28 H 3.008 -2.964 -4.599  N130 0.989
29 H -4.640 2.712 2.132  C152 1.126
30 H 0.832 -2.857 -6.236  C24 1.132
31 H -1.142 -6.205 2.670  C124 1.151
32 C 0.520 -2.414 -2.901  H17 1.066, C85 1.524, O88 1.426, H135 1.067
33 H -1.334 -1.360 -7.102  C145 1.102
34 H 3.137 2.143 3.465  C141 1.040
35 H -4.296 -2.176 2.891  C111 1.095
36 H 1.422 -0.645 -0.051  C8 1.070
37 H -1.555 5.186 3.135  C103 1.108
38 O 0.906 0.906 -2.970  C148 1.240
39 H -2.963 0.122 -2.330  C95 1.107
40 H 9.288 -2.053 1.307  C11 1.100
41 C -3.238 -0.490 -5.764  C18 1.570, O101 1.429, H134 1.136, H137 1.133
42 H -2.510 -0.297 -8.080  C145 1.120
43 O -0.128 -2.701 3.135  C13 1.434, C72 1.372
44 H -4.951 -1.624 -4.530  N21 1.015
45 H -1.763 0.343 3.927  N102 0.996
46 H -0.784 0.284 -7.743  C145 1.108
47 H 5.671 4.237 1.412  C15 1.094
48 H -3.289 -1.068 1.917  C111 1.097
49 H 1.078 2.482 1.778  C128 1.099
50 H 4.779 3.720 5.735  N7 1.036
51 C 2.095 -3.983 -1.888  H3 1.105, H66 1.116, H81 1.067, O88 1.408
52 O 1.553 1.828 -4.969  C147 1.472, C148 1.330
53 C -2.098 2.756 3.084  H16 1.129, C71 1.541, H91 1.115, O94 1.403
54 H -1.830 -3.658 2.728  C72 1.076
55 H -3.762 -4.566 -2.773  N154 1.009
56 H 3.970 4.828 1.276  C15 1.101
57 H -4.136 1.057 -4.463  C18 1.056
58 H -3.784 -4.883 -0.431  C146 1.120
59 H 3.632 -1.535 0.595  C14 1.100
60 C 6.859 -1.465 0.517  O65 1.191, O83 1.335, O109 1.374
61 H 4.606 -0.806 1.818  C14 1.091
62 H 1.155 -4.213 -5.124  C24 1.107
63 H 3.766 7.850 4.961  C75 1.089
64 H 9.378 -1.320 -0.375  C11 1.097
65 O 7.142 -0.486 1.134  C60 1.191
66 H 2.473 -3.144 -1.258  C51 1.116
67 H -2.097 -4.291 -2.558  N154 1.043
68 O 2.982 1.728 -3.386  C99 1.393, C148 1.317
69 C -1.037 -4.747 4.356  H26 1.140, C72 1.595, N87 1.487, C124 1.495
70 H -2.475 -5.908 5.196  N87 0.970
71 C -3.060 1.567 2.888  C53 1.541, N102 1.502, H115 1.133, C152 1.494
72 C -1.241 -3.368 3.580  O43 1.372, H54 1.076, C69 1.595, H74 1.072
73 H -1.788 -3.673 0.690  C92 1.121
74 H -1.885 -2.765 4.188  C72 1.072
75 C 4.328 7.103 5.520  H63 1.089, H104 1.055, H117 1.094, C123 1.551
76 H -3.755 4.276 -0.960  C120 1.087
77 H 3.066 0.948 -1.556  C99 1.093
78 H -5.274 -0.770 -3.138  N21 1.020
79 H -0.349 2.447 -4.663  C147 1.062
80 H -0.236 4.471 1.958  C103 1.105
81 H 2.050 -4.797 -1.200  C51 1.067
82 H -4.993 -1.186 1.630  C111 1.048
83 O 7.702 -2.398 0.067  C11 1.396, C60 1.335
84 H 1.340 -1.351 3.757  C13 1.077
85 C 1.046 -2.149 -4.306  C24 1.518, C32 1.524, N130 1.520, H132 1.087
86 H 1.568 -2.930 4.378  C13 1.082
87 N -2.411 -4.999 4.865  C69 1.487, H70 0.970, H110 1.002
88 O 0.802 -3.708 -2.374  C32 1.426, C51 1.408
89 H -0.452 0.599 1.902  C100 1.070
90 H 5.727 4.928 6.352  N7 1.018
91 H -2.476 3.390 3.919  C53 1.115
92 C -1.845 -4.145 -0.325  H4 1.098, H73 1.121, H97 1.082, C146 1.455
93 O 2.043 0.726 2.532  C128 1.406, C141 1.382
94 O -2.066 3.587 1.955  C53 1.403, C103 1.387
95 C -2.669 -0.033 -3.386  H6 1.112, C18 1.513, H39 1.107, H139 1.112
96 H 0.082 2.457 -6.293  C147 1.080
97 H -1.081 -3.616 -0.879  C92 1.082
98 H -7.830 1.998 -2.273  C151 1.104
99 C 3.148 1.934 -2.019  O68 1.393, H77 1.093, H112 1.070, H144 1.091
100 C 0.192 0.770 1.065  C8 1.521, H89 1.070, N105 1.432, C128 1.521
101 O -2.157 0.326 -6.218  C41 1.429, C145 1.446
102 N -2.727 0.590 3.979  H45 0.996, C71 1.502, H140 1.020
103 C -1.293 4.719 2.165  H37 1.108, H80 1.105, O94 1.387, H133 1.108
104 H 5.301 7.443 5.300  C75 1.055
105 N -0.394 1.539 0.008  C100 1.432, H107 1.015, H122 1.021
106 H 3.476 0.452 3.920  C141 1.136
107 H -1.407 1.577 0.047  N105 1.015
108 H 3.166 5.432 4.886  C123 1.101
109 O 5.588 -1.898 0.225  C14 1.455, C60 1.374
110 H -2.589 -4.332 5.592  N87 1.002
111 C -4.149 -1.748 1.894  H35 1.095, H48 1.097, H82 1.048, O142 1.397
112 H 2.390 2.600 -1.662  C99 1.070
113 O -5.100 3.091 -2.962  C19 1.175
114 H -0.031 -6.564 4.052  C124 1.055
115 H -2.766 1.222 1.849  C71 1.133
116 H 0.321 -5.282 2.842  C124 1.095
117 H 4.075 7.268 6.572  C75 1.094
118 H 2.185 1.566 0.617  C128 1.148
119 H -0.465 -3.426 -5.071  C24 1.066
120 C -3.219 3.343 -1.113  H2 1.100, O27 1.451, H76 1.087, H155 1.078
121 H -4.781 -2.456 -0.796  C10 1.107
122 H -0.125 1.299 -0.948  N105 1.021
123 C 4.238 5.635 5.029  C1 1.558, N7 1.455, C75 1.551, H108 1.101
124 C -0.428 -5.782 3.466  H31 1.151, C69 1.495, H114 1.055, H116 1.095
125 H 3.014 -1.484 -3.734  N130 1.033
126 H -7.032 1.349 -3.694  C151 1.079
127 H 9.550 -3.068 -0.131  C11 1.075
128 C 1.459 1.488 1.504  H49 1.099, O93 1.406, C100 1.521, H118 1.148
129 H 0.812 -1.250 1.507  C8 1.068
130 N 2.561 -2.099 -4.429  H28 0.989, C85 1.520, H125 1.033
131 O -5.931 1.215 -1.887  C19 1.398, C151 1.424
132 H 0.566 -1.202 -4.540  C85 1.087
133 H -1.637 5.415 1.376  C103 1.108
134 H -2.895 -1.573 -5.734  C41 1.136
135 H -0.545 -2.415 -2.852  C32 1.067
136 H -0.167 -1.154 0.126  C8 1.083
137 H -4.058 -0.360 -6.535  C41 1.133
138 H 3.983 1.099 2.335  C141 1.068
139 H -2.268 -1.055 -3.559  C95 1.112
140 H -3.215 -0.297 3.857  N102 1.020
141 C 3.226 1.179 3.084  H34 1.040, O93 1.382, H106 1.136, H138 1.068
142 O -4.087 -2.899 1.105  C10 1.412, C111 1.397
143 H 4.333 6.271 2.977  C1 1.111
144 H 4.055 2.525 -1.883  C99 1.091
145 C -1.629 -0.337 -7.389  H33 1.102, H42 1.120, H46 1.108, O101 1.446
146 C -3.198 -4.025 -0.848  C10 1.586, H58 1.120, C92 1.455, N154 1.482
147 C 0.145 1.859 -5.396  H9 1.065, O52 1.472, H79 1.062, H96 1.080
148 C 1.760 1.380 -3.734  O38 1.240, O52 1.330, O68 1.317
149 H 0.290 -1.969 5.015  C13 1.067
150 H 4.642 -0.058 0.191  C14 1.086
151 C -7.146 1.209 -2.630  H12 1.091, H98 1.104, H126 1.079, O131 1.424
152 C -4.501 1.954 2.953  H5 1.108, H23 1.110, H29 1.126, C71 1.494
153 O 4.504 4.210 3.155  C1 1.405, C15 1.407
154 N -3.067 -3.989 -2.324  H55 1.009, H67 1.043, C146 1.482
155 H -2.541 3.037 -0.333  C120 1.078

Output
Frontier orbital gap in eV: 9.21
E in Ha: -3053.6421
HOMO in eV: -8.7
LUMO level in eV: 0.5
Max |F| in eV Å⁻¹: 3.8
Net charge: 0

These are the Löwdin partial charges, in e, on atoms 1 to 2: -0.218, 0.101